1.
71
Properties=species:S:1:pos:R:3 method="wB97M-V/def2-TZVPD" e_lumo_ha=-0.1333 orbital_gap_ev=7.184 total_charge=+1 e_above_lowest_kcal_mol=0.0
Rh 0.71 -0.45 1.48
C -3.24 -3.63 -0.45
N -2.20 -3.21 0.49
C -1.94 -2.01 0.99
N -0.82 -2.06 1.70
C -0.41 -3.36 1.56
N -1.23 -4.08 0.85
C -2.76 -3.48 -1.88
C -2.83 -4.55 -2.76
C -2.42 -4.40 -4.08
C -1.94 -3.18 -4.53
C -1.87 -2.10 -3.64
C -2.28 -2.26 -2.33
C -1.38 -0.82 -4.11
N -0.92 -0.50 -5.27
N -0.62 0.84 -5.23
C -0.91 1.25 -4.04
O -1.39 0.25 -3.27
C -0.79 2.59 -3.49
C -0.63 3.67 -4.36
C -0.50 4.95 -3.85
C -0.53 5.16 -2.48
C -0.67 4.08 -1.61
C -0.63 4.37 -0.12
N -0.74 3.16 0.69
C 0.25 2.36 1.05
N -0.27 1.30 1.67
C -1.62 1.51 1.62
N -1.93 2.64 1.03
C -0.81 2.80 -2.12
H -4.12 -3.03 -0.25
H -3.47 -4.66 -0.23
H -2.58 -1.16 0.83
H 0.48 -3.75 2.01
H -3.20 -5.51 -2.42
H -2.47 -5.24 -4.76
H -1.62 -3.04 -5.55
H -2.21 -1.41 -1.66
H -0.61 3.49 -5.43
H -0.39 5.79 -4.52
H -0.42 6.16 -2.09
H -1.43 5.04 0.20
H 0.32 4.83 0.14
H 1.30 2.53 0.88
H -2.34 0.85 2.06
H -0.92 1.94 -1.47
Cl 5.20 1.60 1.76
C 4.22 1.01 3.04
C 4.71 1.05 4.36
C 3.94 0.62 5.41
Cl 4.55 0.72 7.03
C 2.64 0.11 5.19
C 1.72 -0.27 6.19
C 0.45 -0.66 5.83
C 0.11 -0.74 4.47
N 0.97 -0.44 3.52
C 2.21 0.02 3.86
C 2.97 0.50 2.76
O 2.47 0.44 1.54
H 5.70 1.44 4.54
H 2.01 -0.21 7.23
H -0.28 -0.93 6.57
H -0.87 -1.09 4.16
C 3.11 -0.46 -1.28
S 1.56 -1.25 -0.97
O 1.19 -1.97 -2.15
O 1.68 -2.05 0.29
O 0.56 -0.20 -0.56
H 3.82 -1.24 -1.52
H 3.41 0.08 -0.39
H 2.97 0.20 -2.13


2.
11
Properties=species:S:1:pos:R:3 method="wB97M-V/def2-TZVPD" e_lumo_ha="0.0076 / -0.0149" orbital_gap_ev="5.702 / 4.750" multiplicity=2 total_charge=-1
Hg 7.84 28.61 -13.77
S 7.74 26.62 -11.53
O 7.63 25.20 -11.68
O 8.67 27.01 -12.57
O 6.47 27.38 -11.77
O 8.27 26.96 -10.20
S 7.14 30.43 -11.50
O 6.18 30.37 -10.45
O 6.44 29.81 -12.63
O 7.57 31.78 -11.72
O 8.28 29.63 -11.36


3.
88
Properties=species:S:1:pos:R:3 method="wB97M-V/def2-TZVPD" e_lumo_ha="0.0744 / 0.0697" orbital_gap_ev="5.642 / 7.185" multiplicity=4 total_charge=-1 e_above_lowest_kcal_mol=16.5
V 0.73 -0.58 0.03
C 3.77 -4.35 4.81
O 3.55 -3.00 5.21
C 2.29 -2.65 5.56
C 2.07 -1.29 5.74
C 0.82 -0.82 6.03
C -0.24 -1.72 6.18
C -0.01 -3.07 6.08
C 1.25 -3.55 5.74
N -1.52 -1.20 6.60
N -2.06 -0.36 5.95
C -1.57 -0.06 4.62
C -1.39 1.27 4.33
C -0.83 1.69 3.13
C -0.51 0.74 2.14
O 0.02 1.02 1.02
C -0.81 -0.64 2.42
N -0.51 -1.52 1.43
C -0.87 -2.81 1.57
C -1.52 -3.25 2.72
C -1.77 -2.40 3.77
C -1.37 -1.04 3.65
H 4.80 -4.40 4.49
H 3.12 -4.62 3.97
H 3.61 -5.04 5.64
H 2.91 -0.61 5.64
H 0.63 0.24 6.15
H -0.83 -3.76 6.24
H 1.39 -4.61 5.62
H -1.64 1.99 5.10
H -0.66 2.74 2.94
H -0.60 -3.47 0.76
H -1.82 -4.29 2.79
H -2.28 -2.74 4.66
N 2.25 -0.62 1.60
C 2.75 -1.93 2.04
C 3.32 -2.73 0.88
C 2.23 -3.15 -0.11
O 1.98 -4.34 -0.27
O 1.67 -2.18 -0.72
H 3.02 -0.04 1.30
H 1.82 -0.14 2.39
H 1.91 -2.47 2.48
H 3.51 -1.82 2.82
H 3.81 -3.63 1.27
H 4.07 -2.13 0.36
O 3.24 -2.16 -7.09
C 4.07 -1.63 -6.16
O 5.25 -1.67 -6.35
C 3.44 -0.93 -5.01
C 4.29 -0.41 -4.02
C 3.77 0.25 -2.93
C 2.39 0.42 -2.78
S 1.87 1.27 -1.33
C 1.54 -0.08 -3.76
C 2.07 -0.75 -4.86
H 2.33 -2.07 -6.81
H 5.35 -0.55 -4.14
H 4.43 0.64 -2.17
H 0.48 0.02 -3.66
H 1.35 -1.12 -5.58
O -2.28 -1.70 -2.72
C -1.46 -1.06 -2.14
N -0.65 -0.40 -1.58
Ge -0.42 2.05 -1.60
C -2.26 1.95 -0.94
C -2.61 2.48 0.29
C -3.93 2.46 0.72
C -4.92 1.93 -0.10
C -4.58 1.42 -1.35
C -3.26 1.43 -1.77
C 0.22 3.85 -1.11
C 0.46 4.27 0.20
C 0.90 5.55 0.47
C 1.11 6.45 -0.56
C 0.88 6.05 -1.87
C 0.45 4.76 -2.14
H -0.42 2.03 -3.14
H -1.85 2.90 0.93
H -4.19 2.85 1.69
H -5.95 1.91 0.23
H -5.35 1.01 -1.99
H -3.01 1.02 -2.73
H 0.34 3.55 1.01
H 1.09 5.86 1.50
H 1.45 7.46 -0.35
H 1.05 6.75 -2.69
H 0.28 4.46 -3.16


4.
8
Properties=species:S:1:pos:R:3 method="wB97M-V/def2-TZVPD" e_lumo_ha=-0.0178 orbital_gap_ev=8.570 total_charge=0 e_above_lowest_kcal_mol=68.8 smiles="O=NI.C=N"
O -1.30 1.39 0.78
N -1.57 0.78 -0.23
I -3.07 -0.70 -0.08
C 1.45 -0.01 0.13
N 0.41 -0.57 -0.41
H 2.52 -0.21 -0.03
H 1.11 0.87 0.66
H 0.44 -1.56 -0.82


5.
240
Properties=species:S:1:pos:R:3 method="wB97M-V/def2-TZVPD" e_lumo_ha="-0.0811 / -0.2546" orbital_gap_ev="7.678 / 2.956" multiplicity=2 total_charge=+1 e_above_lowest_kcal_mol=185.6
C -12.37 -16.33 -3.06
O -13.63 -16.14 -3.61
C -14.52 -17.35 -3.68
C -15.87 -16.88 -4.25
N -16.53 -15.75 -3.58
C -17.82 -15.37 -4.17
C -17.73 -15.04 -5.65
O -16.71 -14.13 -5.88
C -16.54 -13.77 -7.18
H -12.07 -15.41 -2.56
H -11.62 -16.65 -3.78
H -12.38 -17.18 -2.39
H -14.60 -17.64 -2.63
H -14.22 -18.24 -4.23
H -16.46 -17.75 -4.00
H -15.76 -16.97 -5.33
H -15.99 -14.92 -3.76
H -18.35 -14.63 -3.56
H -18.44 -16.27 -4.16
H -18.65 -14.52 -5.88
H -17.52 -15.94 -6.24
H -17.36 -13.24 -7.66
H -16.23 -14.72 -7.62
H -15.74 -13.03 -7.11
C -5.07 -6.00 1.82
O -5.87 -4.81 1.98
C -6.76 -4.65 0.86
C -7.71 -5.86 0.47
N -9.10 -5.32 0.37
C -9.26 -4.57 -0.81
C -10.71 -4.35 -1.36
O -11.10 -5.29 -2.29
C -12.37 -4.94 -2.85
H -5.58 -6.93 1.57
H -4.47 -6.24 2.69
H -4.24 -5.80 1.14
H -6.23 -4.42 -0.06
H -7.36 -3.74 0.80
H -7.62 -6.55 1.31
H -7.36 -6.51 -0.32
H -9.93 -5.88 0.47
H -8.66 -5.04 -1.59
H -8.82 -3.58 -0.69
H -10.74 -3.39 -1.86
H -11.37 -4.17 -0.51
H -13.10 -5.39 -2.19
H -12.37 -5.46 -3.81
H -12.53 -3.87 -2.98
C -16.51 -18.78 3.27
O -16.35 -19.85 4.18
C -16.99 -21.10 3.86
C -17.62 -21.95 4.97
N -18.83 -22.68 4.87
C -18.43 -24.05 4.62
C -19.50 -25.03 4.15
O -18.79 -26.28 4.16
C -19.68 -27.35 3.72
H -17.52 -18.82 2.86
H -15.85 -18.60 2.42
H -16.32 -17.95 3.95
H -16.29 -21.73 3.33
H -17.74 -20.96 3.08
H -18.04 -21.12 5.54
H -16.85 -22.55 5.46
H -19.27 -22.68 5.78
H -18.03 -24.43 5.57
H -17.75 -24.01 3.78
H -19.95 -24.80 3.19
H -20.31 -25.14 4.87
H -19.02 -28.20 3.56
H -20.05 -27.14 2.71
H -20.42 -27.53 4.50
C -17.07 -6.33 -4.26
O -17.49 -5.36 -3.35
C -18.79 -5.54 -2.78
C -18.88 -4.83 -1.45
N -17.94 -5.55 -0.63
C -17.91 -5.03 0.73
C -16.93 -5.88 1.56
O -15.58 -5.89 1.05
C -14.62 -6.55 1.92
H -16.96 -7.30 -3.77
H -16.05 -6.08 -4.58
H -17.70 -6.35 -5.15
H -18.94 -6.62 -2.77
H -19.54 -5.07 -3.43
H -19.90 -4.90 -1.05
H -18.68 -3.76 -1.46
H -17.03 -5.55 -1.06
H -18.88 -5.27 1.16
H -17.82 -3.95 0.85
H -17.27 -6.92 1.58
H -16.97 -5.48 2.57
H -14.58 -5.89 2.79
H -13.66 -6.75 1.43
H -15.03 -7.47 2.33
C -17.78 -9.72 2.67
O -18.49 -9.40 3.91
C -18.24 -8.04 4.25
C -19.09 -7.76 5.57
N -18.58 -6.58 6.24
C -19.05 -6.44 7.62
C -18.07 -7.13 8.61
O -18.23 -8.61 8.87
C -17.30 -9.04 9.88
H -18.27 -10.64 2.34
H -16.75 -9.95 2.95
H -17.81 -8.87 1.99
H -18.57 -7.42 3.42
H -17.16 -8.00 4.39
H -19.14 -8.63 6.23
H -20.01 -7.33 5.17
H -17.59 -6.37 6.22
H -20.05 -6.86 7.76
H -19.00 -5.37 7.84
H -18.26 -6.75 9.62
H -17.03 -6.94 8.32
H -16.32 -9.28 9.47
H -17.67 -9.97 10.29
H -17.07 -8.23 10.58
C -18.49 -18.34 -1.68
O -19.72 -18.95 -2.15
C -20.96 -18.55 -1.45
C -21.44 -17.26 -2.06
N -22.18 -17.53 -3.36
C -23.00 -16.41 -3.82
C -22.31 -15.26 -4.59
O -21.38 -15.89 -5.55
C -21.12 -15.16 -6.64
H -17.55 -18.77 -2.02
H -18.30 -18.26 -0.61
H -18.40 -17.30 -2.01
H -20.87 -18.57 -0.36
H -21.52 -19.41 -1.81
H -20.70 -16.47 -2.18
H -22.17 -16.84 -1.37
H -21.41 -17.56 -4.01
H -23.53 -15.92 -3.01
H -23.73 -16.92 -4.44
H -21.85 -14.63 -3.83
H -23.13 -14.65 -4.96
H -22.09 -15.10 -7.14
H -20.29 -15.61 -7.19
H -20.78 -14.15 -6.43
C -14.73 -7.69 -1.57
O -14.42 -9.07 -1.20
C -15.07 -9.56 0.02
C -15.09 -11.12 0.11
N -16.00 -11.61 -0.90
C -16.09 -13.05 -1.01
C -17.24 -13.74 -0.08
O -16.65 -14.88 0.70
C -17.64 -15.28 1.62
H -14.23 -6.94 -0.95
H -15.78 -7.41 -1.56
H -14.40 -7.57 -2.61
H -16.08 -9.15 0.07
H -14.55 -9.11 0.86
H -15.41 -11.52 1.08
H -14.05 -11.39 -0.05
H -15.60 -11.30 -1.77
H -15.08 -13.44 -0.90
H -16.29 -13.30 -2.05
H -18.16 -14.05 -0.56
H -17.67 -12.97 0.55
H -17.96 -14.58 2.40
H -16.96 -15.96 2.15
H -18.38 -15.85 1.07
C -14.32 -11.98 -4.88
O -14.24 -11.67 -3.50
C -13.04 -12.22 -2.90
C -11.83 -11.29 -2.87
N -11.95 -10.37 -1.74
C -10.88 -9.42 -1.49
C -10.10 -9.82 -0.23
O -8.89 -9.13 0.02
C -7.90 -9.29 -0.97
H -14.32 -13.06 -4.96
H -13.54 -11.49 -5.46
H -15.24 -11.46 -5.14
H -12.55 -13.04 -3.43
H -13.29 -12.59 -1.91
H -11.90 -10.70 -3.78
H -10.87 -11.80 -2.84
H -12.87 -9.96 -1.75
H -11.13 -8.37 -1.39
H -10.31 -9.58 -2.40
H -9.88 -10.89 -0.19
H -10.79 -9.72 0.60
H -6.98 -8.71 -0.87
H -8.28 -9.13 -1.98
H -7.57 -10.33 -0.94
C -20.73 -14.05 3.78
O -20.35 -15.36 4.06
C -19.77 -15.44 5.33
C -20.19 -16.82 6.06
N -21.55 -16.78 6.53
C -21.85 -18.02 7.29
C -23.09 -18.04 8.15
O -23.18 -19.37 8.71
C -24.23 -19.56 9.57
H -21.18 -13.88 2.80
H -19.96 -13.29 3.69
H -21.46 -13.73 4.52
H -20.04 -14.65 6.02
H -18.68 -15.35 5.31
H -19.42 -16.86 6.84
H -19.96 -17.66 5.40
H -22.13 -16.71 5.70
H -21.05 -18.34 7.96
H -21.97 -18.79 6.53
H -23.99 -17.75 7.61
H -22.90 -17.35 8.98
H -24.36 -20.60 9.87
H -25.14 -18.99 9.39
H -23.84 -19.05 10.45
C -20.19 -11.55 -1.80
O -20.49 -11.94 -3.13
C -20.05 -11.02 -4.18
C -18.57 -11.27 -4.68
N -18.20 -10.81 -5.99
C -18.44 -9.40 -6.25
C -17.59 -8.70 -7.38
O -16.20 -8.63 -7.07
C -15.56 -7.83 -8.02
H -19.38 -12.09 -1.32
H -21.03 -11.84 -1.17
H -20.00 -10.48 -1.72
H -20.37 -9.98 -4.26
H -20.79 -11.53 -4.79
H -18.36 -12.34 -4.60
H -17.90 -10.81 -3.95
H -17.19 -10.87 -6.07
H -18.06 -8.95 -5.34
H -19.41 -9.01 -5.95
H -18.08 -7.75 -7.58
H -17.79 -9.30 -8.28
H -15.94 -6.82 -8.17
H -15.60 -8.28 -9.01
H -14.59 -7.73 -7.53


6.
80
Properties=species:S:1:pos:R:3 method="wB97M-V/def2-TZVPD" e_lumo_ha=0.1461 orbital_gap_ev=6.678 total_charge=-2 e_above_lowest_kcal_mol=25.2
Ca -0.27 0.22 -0.05
Se 0.72 -0.72 2.48
P 2.82 -0.34 2.09
Se 3.50 -0.42 0.07
C 3.25 1.26 2.86
C 3.50 2.38 2.07
C 3.75 3.61 2.65
C 3.76 3.74 4.04
C 3.51 2.62 4.83
C 3.25 1.39 4.25
C 3.80 -1.53 3.08
C 3.25 -2.73 3.51
C 4.04 -3.65 4.19
C 5.37 -3.37 4.46
C 5.92 -2.17 4.03
C 5.14 -1.25 3.34
H 3.50 2.27 0.99
H 3.91 4.48 2.03
H 3.94 4.70 4.49
H 3.51 2.72 5.91
H 3.04 0.53 4.87
H 2.21 -2.94 3.30
H 3.61 -4.59 4.51
H 5.99 -4.09 4.99
H 6.97 -1.95 4.23
H 5.57 -0.32 2.99
F -0.01 5.20 -1.77
C -0.18 3.88 -1.76
F -1.46 3.60 -1.96
F 0.54 3.36 -2.76
S 0.39 3.14 -0.13
O -0.81 2.55 0.43
O 1.34 2.11 -0.53
N 1.06 4.27 0.66
S 0.29 5.31 1.57
O -0.99 5.70 1.05
O 1.22 6.32 1.98
C -0.11 4.32 3.13
F 0.44 3.11 3.11
F 0.35 4.98 4.20
F -1.43 4.19 3.26
F 0.27 0.43 -7.42
C 0.49 -0.74 -6.76
F 1.72 -1.17 -7.10
F -0.40 -1.63 -7.25
C 0.33 -0.56 -5.27
C 1.43 -0.59 -4.43
C 1.22 -0.37 -3.08
N 0.01 -0.15 -2.58
C -1.05 -0.14 -3.39
C -0.93 -0.34 -4.75
H 2.43 -0.78 -4.81
H 2.05 -0.40 -2.38
H -2.01 0.04 -2.92
H -1.80 -0.33 -5.39
S -0.58 -7.56 2.04
C -0.48 -6.38 0.87
S 0.67 -5.09 0.98
C 0.09 -4.37 -0.54
N -0.88 -5.06 -1.04
N -1.19 -6.18 -0.27
C -2.26 -6.95 -0.81
C -2.49 -8.29 -0.48
C -3.55 -8.97 -1.05
C -4.40 -8.34 -1.95
C -4.18 -7.01 -2.27
C -3.12 -6.32 -1.71
S 0.81 -2.97 -1.16
H -1.83 -8.78 0.22
H -3.71 -10.01 -0.79
H -5.23 -8.88 -2.39
H -4.83 -6.50 -2.97
H -2.93 -5.28 -1.97
Cl -3.71 0.17 2.49
C -4.33 0.45 0.84
C -3.31 0.15 -0.27
O -3.51 0.75 -1.33
O -2.38 -0.67 -0.01
H -4.63 1.49 0.77
H -5.20 -0.19 0.71